The following is a DFT calculation (ωB97M-V/def2-TZVPD) of a cluster of 15 separate species, C59H82ClF14NO19P2 in total at a distorted geometry.

Results
HOMO energy: -0.1624 hartree
lowest unoccupied orbital energy: 1.81 eV
orbital gap: 0.229 Eh
energy: -6322.7823 a.u.
2S+1: 1
net charge: -2

Each line ends with the Löwdin charge.
Element x y z (Å)
C -14.04 -35.36 -9.04  -0.0712
C -12.87 -34.42 -8.67  -0.2428
C -13.20 -33.08 -9.23  -0.1471
N -12.05 -32.08 -9.39  -0.2293
C -11.27 -31.95 -8.07  0.0308
C -12.68 -30.77 -9.84  -0.1058
C -12.35 -30.74 -11.30  -0.1626
C -10.95 -31.29 -11.43  -0.1212
C -11.01 -32.46 -10.41  -0.0993
H -13.71 -35.82 -9.98  0.0813
H -14.94 -34.78 -9.22  0.0825
H -14.17 -36.16 -8.31  0.0782
H -11.95 -34.81 -9.11  0.1107
H -12.74 -34.31 -7.59  0.1129
H -13.97 -32.65 -8.59  0.1436
H -13.61 -33.16 -10.24  0.1408
H -10.58 -31.13 -8.27  0.1134
H -10.79 -32.83 -7.67  0.1075
H -11.94 -31.54 -7.31  0.1171
H -12.27 -29.86 -9.41  0.1466
H -13.72 -30.67 -9.53  0.1420
H -12.48 -29.77 -11.79  0.1365
H -13.07 -31.41 -11.76  0.1231
H -10.21 -30.51 -11.25  0.1269
H -10.81 -31.73 -12.42  0.1216
H -10.02 -32.57 -9.97  0.1282
H -11.31 -33.35 -10.95  0.1350
P -13.11 -27.51 -2.18  0.2356
F -12.60 -27.33 -0.66  -0.1742
F -11.67 -26.96 -2.77  -0.1946
F -12.69 -29.08 -2.26  -0.1903
F -13.62 -27.65 -3.75  -0.2160
F -14.61 -27.86 -1.56  -0.2198
F -13.65 -25.90 -2.16  -0.2403
P -17.61 -32.40 -14.02  0.1845
F -17.11 -31.24 -13.01  -0.1826
F -16.08 -32.94 -14.27  -0.2093
F -17.73 -33.34 -12.69  -0.2079
F -18.08 -33.70 -14.90  -0.1999
F -19.14 -31.85 -13.89  -0.1865
F -17.48 -31.45 -15.37  -0.1979
Cl -8.36 -24.42 -9.49  0.6097
O -8.06 -23.15 -8.84  -0.4072
O -9.24 -25.23 -8.67  -0.3829
O -8.94 -24.06 -10.76  -0.4102
O -7.11 -25.09 -9.77  -0.4094
C -15.27 -38.60 -14.92  -0.0689
O -16.46 -38.99 -15.55  -0.0201
C -17.59 -39.38 -14.85  -0.5313
O -18.69 -39.59 -15.40  0.0805
O -17.33 -39.56 -13.57  -0.0251
C -18.50 -39.86 -12.71  0.0012
H -14.50 -38.69 -15.68  0.0937
H -14.99 -39.33 -14.17  0.0862
H -15.33 -37.59 -14.50  0.1049
H -19.28 -39.14 -12.94  0.1022
H -18.24 -39.87 -11.65  0.0852
H -18.77 -40.91 -12.87  0.0914
C -18.55 -31.54 -3.78  -0.0551
O -18.56 -31.04 -5.10  -0.0229
C -18.56 -29.73 -5.31  -0.5301
O -18.37 -28.85 -4.40  0.0756
O -18.85 -29.43 -6.58  0.0130
C -18.96 -30.43 -7.60  -0.0416
H -17.53 -31.48 -3.40  0.1018
H -18.82 -32.60 -3.73  0.0861
H -19.19 -31.08 -3.02  0.0982
H -19.08 -29.90 -8.55  0.1028
H -19.77 -31.14 -7.42  0.0860
H -18.20 -31.20 -7.63  0.0858
C -16.95 -43.74 -4.30  -0.1103
O -17.95 -42.96 -4.77  -0.0057
C -17.71 -41.66 -5.13  -0.5310
O -16.63 -41.06 -5.14  0.1008
O -18.89 -41.17 -5.47  -0.0029
C -19.00 -39.78 -5.75  -0.0335
H -17.42 -44.52 -3.70  0.0963
H -16.36 -43.16 -3.59  0.0975
H -16.25 -44.23 -4.96  0.0986
H -20.05 -39.50 -5.65  0.0972
H -18.72 -39.61 -6.79  0.0955
H -18.31 -39.18 -5.15  0.0975
C -18.87 -25.33 -12.73  -0.0469
O -19.86 -24.92 -11.80  0.0034
C -21.14 -24.94 -12.20  -0.5429
O -21.58 -25.38 -13.28  0.0961
O -21.92 -24.48 -11.19  -0.0177
C -23.21 -23.93 -11.49  -0.0539
H -18.69 -24.51 -13.42  0.0932
H -19.12 -26.22 -13.32  0.1012
H -17.91 -25.44 -12.23  0.0971
H -23.74 -23.38 -10.71  0.0888
H -23.84 -24.75 -11.81  0.0903
H -23.15 -23.22 -12.31  0.0913
C -2.72 -30.02 1.82  -0.0016
O -3.99 -30.56 1.29  0.0031
C -4.85 -29.80 0.66  -0.6040
O -4.92 -28.60 0.56  0.1324
O -5.71 -30.68 0.07  -0.0267
C -6.35 -30.30 -1.13  -0.0560
H -2.85 -29.11 2.40  0.0926
H -2.06 -29.88 0.96  0.0920
H -2.16 -30.74 2.42  0.0833
H -5.72 -29.73 -1.81  0.0948
H -7.07 -29.53 -0.84  0.0970
H -6.87 -31.07 -1.70  0.0931
F -5.24 -32.70 -7.03  0.0426
C -4.24 -32.54 -7.93  -0.2934
C -3.42 -33.58 -8.08  -0.0508
C -2.37 -33.44 -8.98  -0.0946
C -2.13 -32.28 -9.72  -0.0828
C -3.05 -31.21 -9.58  -0.0616
C -4.20 -31.38 -8.75  0.0162
H -3.49 -34.37 -7.35  0.1228
H -1.74 -34.31 -9.10  0.0968
H -1.27 -32.16 -10.37  0.0928
H -2.90 -30.32 -10.18  0.0989
H -4.98 -30.64 -8.77  0.1131
F -11.70 -33.62 -17.77  0.0540
C -12.30 -33.05 -18.83  -0.2611
C -12.21 -33.76 -20.05  -0.0171
C -12.67 -33.17 -21.23  -0.0757
C -13.36 -31.94 -21.13  -0.1082
C -13.55 -31.36 -19.91  -0.1152
C -13.08 -31.90 -18.74  -0.0056
H -11.72 -34.72 -20.09  0.1054
H -12.49 -33.59 -22.21  0.0944
H -13.76 -31.54 -22.04  0.0964
H -13.99 -30.38 -19.97  0.1099
H -13.32 -31.32 -17.86  0.1225
C -11.29 -37.38 -2.96  -0.1075
C -11.23 -36.41 -1.96  -0.1120
C -10.10 -35.72 -1.73  -0.0821
C -8.98 -36.03 -2.52  -0.0915
C -9.10 -36.94 -3.52  -0.1332
C -10.26 -37.65 -3.84  -0.0810
H -12.23 -37.89 -3.15  0.0954
H -12.15 -36.36 -1.40  0.1047
H -10.04 -35.01 -0.91  0.1078
H -8.07 -35.44 -2.46  0.1035
H -8.26 -37.13 -4.16  0.0965
H -10.35 -38.40 -4.61  0.0995
C -8.25 -38.80 -10.82  -0.0942
C -7.61 -37.58 -10.83  -0.1089
C -7.55 -36.84 -11.99  -0.0960
C -8.19 -37.29 -13.14  -0.1146
C -8.76 -38.52 -13.17  -0.1113
C -8.77 -39.33 -12.02  -0.0718
H -8.34 -39.41 -9.93  0.0958
H -7.25 -37.22 -9.88  0.1005
H -6.98 -35.93 -12.11  0.1017
H -8.18 -36.73 -14.06  0.1048
H -9.25 -38.75 -14.10  0.1007
H -9.15 -40.34 -12.07  0.0934
C -12.75 -24.61 -18.92  -0.1221
C -12.98 -24.69 -17.57  -0.0933
C -12.24 -23.91 -16.66  -0.0719
C -11.41 -22.92 -17.19  -0.1023
C -11.22 -22.77 -18.55  -0.0890
C -11.82 -23.72 -19.40  -0.1113
H -13.21 -25.22 -19.69  0.0991
H -13.70 -25.43 -17.24  0.0985
H -12.45 -24.03 -15.61  0.1037
H -10.95 -22.29 -16.44  0.1011
H -10.65 -21.97 -18.99  0.0950
H -11.67 -23.61 -20.46  0.0926
C -5.96 -28.92 -15.77  -0.1299
C -5.73 -30.12 -16.42  -0.0839
C -6.69 -30.55 -17.36  -0.1056
C -7.72 -29.71 -17.70  -0.1167
C -8.01 -28.62 -16.91  -0.0761
C -7.08 -28.19 -15.93  -0.0868
H -5.16 -28.59 -15.12  0.1023
H -4.84 -30.73 -16.34  0.0929
H -6.58 -31.52 -17.81  0.0941
H -8.44 -30.05 -18.43  0.0992
H -8.95 -28.12 -17.05  0.1001
H -7.09 -27.20 -15.50  0.1105